Entry 1:
Computed, not measured: one molecule with the formula C3H5NO3, with ωB97M-V/def2-TZVPD.

Geometry as XYZ:
```
12
Properties=species:S:1:pos:R:3:forces:R:3
N 0.9671 0.9566 0.5796 0.2 0.1 0.2
C -0.4282 0.6437 0.7093 0.0 0.2 0.1
O -0.5910 -0.7203 0.9807 0.0 0.0 0.0
C -0.2708 -1.3465 -0.2547 0.1 -0.2 -0.2
C -0.2412 -0.1913 -1.2511 0.1 -0.2 -0.6
O 0.2174 -0.1373 -2.3498 -0.5 -0.1 0.4
O -0.8989 0.8442 -0.6145 0.0 0.0 -0.2
H 1.1046 1.8668 0.1577 0.1 -0.1 0.2
H 1.5643 0.7786 1.3706 -0.2 0.1 0.2
H -1.0385 1.2123 1.4199 0.2 -0.1 -0.2
H -1.0712 -2.0381 -0.5371 0.1 0.0 0.1
H 0.6864 -1.8686 -0.2106 -0.1 0.1 -0.1
```
Positions in Å, forces in eV/Å.

For the highest occupied orbital energy, the calculation gives -10.4 eV. The SMILES is N[C@@H]1OCC(=O)O1. Its total charge is 0. The calculation puts the orbital gap at 11.21 eV. Its max |F| is 0.01321 hartree/bohr.

And the Mulliken charges, in e, turn out to be:
1 N -0.52
2 C 0.32
3 O -0.41
4 C -0.26
5 C 0.58
6 O -0.53
7 O -0.40
8 H 0.21
9 H 0.19
10 H 0.32
11 H 0.25
12 H 0.25


Entry 2:
Computed, not measured: C38H47CrNO2P2S as an isolated structure, with ωB97M-V/def2-TZVPD.

Geometry as XYZ:
```
92
Properties=species:S:1:pos:R:3:forces:R:3
Cr -0.2646 0.0020 0.3270 -0.2 0.8 -1.0
C 2.0248 -4.1805 0.5641 0.0 0.0 0.1
N 1.3567 -4.2102 1.8515 -0.1 -0.1 0.0
C 2.2824 -4.4619 2.9394 0.0 0.0 -0.1
C 0.5717 -3.0114 2.0762 -0.1 -0.1 -0.1
C -0.6865 -2.9597 1.2402 -0.1 0.1 0.0
C -1.4876 -4.1017 1.1917 0.0 0.0 0.0
C -2.7074 -4.0945 0.5368 0.0 0.0 0.0
C -3.1561 -2.9265 -0.0677 -0.1 0.0 0.1
C -2.3581 -1.7941 -0.0311 0.1 0.1 0.0
C -1.1058 -1.7897 0.5990 0.2 0.0 0.3
H 2.4847 -5.1493 0.3677 0.0 0.0 0.0
H 2.8096 -3.4067 0.5148 0.0 0.0 0.0
H 1.2923 -3.9820 -0.2198 0.0 0.0 0.0
H 2.8337 -5.3803 2.7357 0.0 0.0 0.0
H 1.7248 -4.5965 3.8677 0.0 0.0 0.0
H 3.0092 -3.6451 3.0868 0.0 0.0 0.0
H 1.1606 -2.1002 1.9092 0.1 0.0 0.0
H 0.2668 -3.0149 3.1271 0.0 0.0 0.0
H -1.1316 -4.9987 1.6844 0.0 0.0 0.0
H -3.3145 -4.9905 0.5056 0.0 0.0 0.0
H -4.1192 -2.8966 -0.5641 0.0 0.0 0.0
H -2.7413 -0.8808 -0.4822 0.0 0.0 -0.1
C 1.7333 -0.2018 0.0459 -0.2 -0.2 0.4
H 2.3173 -0.5964 0.8776 0.0 0.1 0.0
H 2.1088 0.8056 -0.1837 -0.2 0.0 0.0
H 1.9127 -0.8352 -0.8275 -0.2 0.0 0.0
C 0.2395 2.2935 2.8013 0.1 -0.1 -0.2
P 0.0675 0.4672 2.6366 -0.3 0.4 0.5
C -1.3498 0.2459 3.7735 0.0 -0.1 0.0
C -1.2842 0.6455 5.1110 0.0 0.0 0.0
C -2.3948 0.5313 5.9306 0.0 0.0 0.0
C -3.5870 0.0244 5.4254 0.0 0.0 0.0
C -3.6664 -0.3621 4.0970 0.0 0.0 0.0
C -2.5516 -0.2498 3.2732 0.1 0.0 0.0
C 1.5190 -0.0508 3.6156 0.0 -0.2 -0.2
C 2.7601 0.5053 3.3060 0.0 -0.1 0.0
C 3.8851 0.1562 4.0376 0.0 0.0 0.0
C 3.7798 -0.7523 5.0815 0.0 0.0 0.0
C 2.5532 -1.3289 5.3762 0.0 0.0 0.0
C 1.4259 -0.9842 4.6445 0.1 0.0 0.0
H 0.5607 2.5752 3.8025 0.0 0.0 0.0
H -0.7375 2.7202 2.5986 0.0 0.0 0.1
H 0.9502 2.6688 2.0637 0.0 0.0 0.0
H -0.3583 1.0364 5.5169 0.0 0.0 0.0
H -2.3335 0.8380 6.9670 0.0 0.0 0.0
H -4.4505 -0.0735 6.0710 0.0 0.0 0.0
H -4.5915 -0.7580 3.6972 0.0 0.0 0.0
H -2.6086 -0.5643 2.2396 0.0 -0.1 0.0
H 2.8514 1.2069 2.4857 0.0 0.0 0.0
H 4.8435 0.5981 3.7979 0.0 0.0 0.0
H 4.6546 -1.0152 5.6619 0.0 0.0 0.0
H 2.4716 -2.0510 6.1785 0.0 0.0 0.0
H 0.4719 -1.4381 4.8780 0.0 0.0 0.0
O -0.5038 -0.0977 -1.7063 -0.1 0.1 -0.1
S -1.1720 0.7737 -2.7539 0.0 -0.4 -0.2
C -0.2633 0.3833 -4.2416 0.0 0.1 0.0
C -0.3736 1.2535 -5.3153 -0.1 0.0 0.0
C 0.2901 0.9530 -6.4949 0.0 0.0 0.0
C 1.0524 -0.2042 -6.5838 0.0 0.0 0.0
C 1.1576 -1.0627 -5.4965 0.0 0.1 0.0
C 0.5023 -0.7687 -4.3101 0.0 0.0 0.1
C -2.6893 -0.0750 -3.1903 0.0 0.1 0.1
C -2.7097 -1.4567 -3.3141 0.0 -0.1 0.0
C -3.8959 -2.0792 -3.6609 0.0 0.0 0.0
C -5.0506 -1.3278 -3.8610 0.0 0.0 0.0
C -5.0191 0.0521 -3.7285 0.0 0.0 -0.1
C -3.8266 0.6868 -3.4036 0.0 0.1 0.0
H -0.9760 2.1517 -5.2315 0.0 0.0 0.0
H 0.2206 1.6243 -7.3404 0.0 0.0 0.0
H 1.5712 -0.4386 -7.5039 0.0 0.0 0.0
H 1.7580 -1.9599 -5.5661 0.0 0.0 0.0
H 0.5884 -1.4131 -3.4446 0.0 0.0 0.0
H -1.8173 -2.0381 -3.1212 0.0 0.0 0.0
H -3.9171 -3.1549 -3.7792 0.0 0.0 0.0
H -5.9753 -1.8252 -4.1218 0.0 0.0 0.0
H -5.9163 0.6369 -3.8819 0.0 0.0 0.0
H -3.7833 1.7675 -3.3319 0.0 0.0 0.0
C -1.0692 4.6076 0.5504 0.0 -0.1 0.0
P -2.1673 3.2252 0.2025 -0.2 0.1 0.0
C -3.0534 3.7376 -1.2788 0.0 -0.1 0.1
C -3.4151 3.1161 1.4911 0.1 0.0 0.0
O -1.4490 1.9133 0.0082 0.6 -0.9 0.3
H -1.6411 5.5344 0.6037 0.0 0.0 0.0
H -0.3511 4.6717 -0.2689 0.0 0.1 0.0
H -0.5281 4.4678 1.4811 0.0 0.0 0.0
H -3.3172 4.7930 -1.2041 0.0 0.0 0.0
H -3.9671 3.1512 -1.3772 0.0 0.0 -0.1
H -2.4220 3.5804 -2.1529 0.0 0.0 0.0
H -3.8586 4.0925 1.6906 0.0 0.0 0.0
H -2.9804 2.7135 2.4070 0.0 0.0 0.0
H -4.1887 2.4284 1.1473 0.0 0.0 0.0
```
Positions in Å, forces in eV/Å.

For the highest occupied orbital energy (alpha / beta), the calculation gives -10.1 / -9.8 eV. The spin multiplicity is 2. Its total charge is +1. The calculation puts the orbital gap (alpha / beta) at 7.92 / 7.69 eV. Its max |F| is 0.02529 hartree/bohr. The expectation value of S² is 0.805.

And the Mulliken charges, in e, turn out to be:
1 Cr 0.18
2 C -0.89
3 N 0.00
4 C -0.93
5 C 0.40
6 C 0.38
7 C -0.59
8 C -1.03
9 C -1.15
10 C -0.30
11 C 0.77
12 H 0.38
13 H 0.27
14 H 0.24
15 H 0.36
16 H 0.30
17 H 0.28
18 H -0.24
19 H 0.26
20 H 0.50
21 H 0.40
22 H 0.55
23 H 0.43
24 C -1.15
25 H 0.37
26 H 0.36
27 H 0.36
28 C -1.21
29 P 1.66
30 C 0.14
31 C -0.26
32 C -0.85
33 C -0.56
34 C -0.85
35 C -0.31
36 C 0.70
37 C -0.62
38 C -0.75
39 C -0.61
40 C -0.85
41 C -0.51
42 H 0.43
43 H 0.10
44 H 0.62
45 H 0.41
46 H 0.43
47 H 0.41
48 H 0.48
49 H 0.22
50 H 0.31
51 H 0.46
52 H 0.41
53 H 0.45
54 H 0.47
55 O -0.37
56 S 0.28
57 C 0.58
58 C -0.31
59 C -0.72
60 C -0.49
61 C -0.85
62 C -0.36
63 C 0.78
64 C -0.09
65 C -0.66
66 C -0.58
67 C -0.71
68 C -0.36
69 H 0.42
70 H 0.41
71 H 0.41
72 H 0.42
73 H 0.27
74 H 0.26
75 H 0.44
76 H 0.42
77 H 0.44
78 H 0.36
79 C -1.22
80 P 0.88
81 C -1.12
82 C -1.04
83 O -0.53
84 H 0.46
85 H 0.34
86 H 0.33
87 H 0.55
88 H 0.29
89 H 0.24
90 H 0.45
91 H 0.21
92 H 0.38


Entry 3:
Computed, not measured: one molecule with the formula C3H4N4O, with ωB97M-V/def2-TZVPD.

Geometry as XYZ:
```
12
Properties=species:S:1:pos:R:3:forces:R:3
H -2.1142 -1.9940 -1.1726 -0.2 -2.0 -3.0
N -2.3299 -1.3371 -0.5055 5.9 3.1 3.9
C -1.0567 -0.9293 -0.2165 -0.7 1.3 0.6
C 0.3825 -0.9348 -0.9991 1.0 2.0 2.9
N 1.5574 -0.3130 -0.7346 -3.1 -0.5 0.1
N 1.9223 0.7362 0.2619 -3.3 -0.4 -0.7
C 0.9480 1.5076 0.6702 -0.3 -0.9 -1.6
O -0.4417 1.3641 0.3791 2.8 -3.0 1.8
N -0.5941 -0.1881 1.0230 -4.8 3.0 -0.9
H 0.4210 -1.6270 -1.7894 0.3 -0.7 -1.1
H 1.1576 2.4262 1.2251 0.1 -0.4 -0.1
H -1.4632 0.1342 1.6627 2.2 -1.4 -1.8
```
Positions in Å, forces in eV/Å.

For the highest occupied orbital energy, the calculation gives -10.1 eV. The SMILES is [H]/N=C1\C=NN=CON1. Its total charge is 0. The calculation puts the orbital gap at 8.78 eV. Its max |F| is 0.14936 hartree/bohr.

And the Mulliken charges, in e, turn out to be:
1 H 0.29
2 N -0.58
3 C 0.33
4 C 0.06
5 N -0.35
6 N -0.35
7 C 0.11
8 O -0.34
9 N -0.34
10 H 0.41
11 H 0.41
12 H 0.35


Entry 4:
Computed, not measured: one molecule with the formula C3H7FN4, with ωB97M-V/def2-TZVPD.

Geometry as XYZ:
```
15
Properties=species:S:1:pos:R:3:forces:R:3
N 2.0280 -0.6475 0.6185 1.4 -1.4 -0.3
N 2.0886 0.3892 -0.2594 3.4 -0.8 -0.1
C 1.0270 0.9901 -0.3946 -2.6 3.6 -2.4
C -0.2747 0.6465 0.0426 -2.7 0.0 0.6
F -1.2198 1.7550 0.1265 1.6 -1.3 0.2
C -0.9116 -0.5853 -0.0295 1.5 2.0 -1.3
N -0.1968 -1.6319 -0.6077 -0.8 -1.2 1.7
N -2.2875 -0.6190 0.1352 -0.5 -0.3 1.9
H 2.9568 -0.8082 0.9782 0.0 -0.1 0.1
H 1.4012 -0.3478 1.3146 -1.0 -0.2 1.8
H 1.0966 1.8936 -1.0383 -0.2 -0.5 0.4
H -0.6256 -2.5362 -0.3163 0.6 0.7 -0.5
H 0.8217 -1.6064 -0.3351 -1.0 -0.1 -0.2
H -2.5744 0.2907 0.5910 0.3 -1.5 -0.8
H -2.5682 -1.4233 0.7501 0.2 1.0 -1.0
```
Positions in Å, forces in eV/Å.

For the highest occupied orbital energy, the calculation gives -7.9 eV. The SMILES is N/N=C\C(F)=C(N)N. Its total charge is 0. The calculation puts the orbital gap at 8.60 eV. Its max |F| is 0.09829 hartree/bohr.

And the Mulliken charges, in e, turn out to be:
1 N -0.48
2 N -0.48
3 C -0.16
4 C 0.17
5 F -0.37
6 C 0.28
7 N -0.51
8 N -0.59
9 H 0.27
10 H 0.20
11 H 0.37
12 H 0.26
13 H 0.44
14 H 0.31
15 H 0.28


Entry 5:
Computed, not measured: C26H47N5O3Si4W as an isolated structure, with ωB97M-V/def2-TZVPD.

Geometry as XYZ:
```
86
Properties=species:S:1:pos:R:3:forces:R:3
W -0.0187 0.4436 0.3843 1.5 0.3 -1.2
C -3.1309 -0.6550 -0.5276 0.0 0.1 0.0
C -1.6624 -0.5835 -0.7588 -0.5 -0.4 -0.6
N -0.7652 -1.4680 -0.3244 -0.1 0.2 0.5
O -1.3080 -2.3998 0.5932 0.0 -0.1 -0.1
C -1.0632 0.4539 -1.6718 0.0 0.0 0.7
C -0.7396 0.2679 -3.1118 0.0 0.0 0.0
N -0.9641 1.6244 -0.9747 -0.4 -0.4 -0.1
O -0.7954 2.7487 -1.4269 0.0 0.2 -0.1
H -3.3887 -1.1579 0.4003 0.0 0.0 0.0
H -3.5683 -1.2212 -1.3572 0.0 0.0 0.0
H -3.5568 0.3466 -0.5487 0.0 0.0 0.0
H -0.9094 -3.2504 0.3491 0.0 0.0 0.0
H -0.0471 -0.5642 -3.2444 0.0 0.0 0.0
H -0.3054 1.1828 -3.5094 0.0 0.0 0.0
H -1.6449 0.0480 -3.6800 0.0 0.0 0.0
C 1.0438 -3.9174 2.7164 -0.1 -0.3 -0.2
Si 1.2489 -2.2786 3.5361 -0.1 0.3 0.1
C 2.9345 -1.5515 3.3013 0.3 0.1 -0.1
C 0.7518 -2.2945 5.3130 0.0 0.0 0.3
Si -0.3530 -0.8238 2.5295 -0.3 0.5 -0.1
Si -2.5702 -0.6199 3.4549 0.2 0.1 -0.1
C -3.3972 -2.2446 3.1414 -0.1 -0.3 -0.1
C -3.3797 0.8168 2.5783 -0.1 0.2 0.0
C -2.4410 -0.2999 5.2707 0.0 0.0 0.3
Si 0.7382 2.2680 2.1346 0.0 -0.5 0.7
C 2.5269 2.7112 1.9152 0.3 0.0 -0.1
C -0.3362 3.7335 1.7730 -0.3 0.0 -0.2
C 0.5169 1.7795 3.9237 0.0 -0.1 0.3
H 1.7167 -4.6283 3.2073 0.0 0.0 -0.1
H 1.3086 -3.8908 1.6565 0.0 0.0 0.0
H 0.0256 -4.3009 2.8232 0.1 0.0 0.0
H 3.5930 -1.9265 4.0915 0.0 0.0 -0.1
H 2.9311 -0.4598 3.3697 0.1 -0.1 0.0
H 3.3734 -1.8476 2.3447 0.0 0.0 0.1
H 1.4338 -2.9457 5.8701 0.0 0.0 0.0
H -0.2607 -2.6825 5.4442 0.1 0.0 0.0
H 0.8045 -1.2974 5.7591 0.0 -0.1 0.0
H -3.2818 -2.6129 2.1210 -0.1 0.0 0.1
H -4.4670 -2.1426 3.3482 0.0 0.0 0.0
H -2.9987 -3.0019 3.8224 -0.1 0.0 0.0
H -2.8321 1.1644 1.7019 0.0 0.0 -0.1
H -3.4553 1.6641 3.2655 0.0 0.0 0.0
H -4.3946 0.5627 2.2601 0.0 0.0 0.0
H -1.8420 -1.0502 5.7879 0.0 0.0 0.0
H -3.4558 -0.3473 5.6823 0.1 0.0 0.0
H -2.0367 0.6860 5.5014 0.0 0.0 0.0
H 2.7469 3.1280 0.9291 0.0 0.0 0.1
H 3.2079 1.8746 2.0931 0.0 0.1 0.0
H 2.7474 3.4841 2.6610 0.0 0.0 -0.1
H -0.2756 4.0609 0.7347 0.0 0.0 0.0
H 0.0447 4.5320 2.4193 -0.1 0.0 0.0
H -1.3866 3.5621 2.0188 0.1 0.0 0.0
H 1.1561 0.9289 4.2070 -0.1 0.1 0.0
H -0.5232 1.5358 4.1615 0.0 0.0 0.0
H 0.8028 2.6144 4.5743 0.0 -0.1 0.0
C 6.7431 4.6133 2.3474 0.0 0.0 -0.1
C 6.4888 4.2176 0.9146 0.0 0.0 0.1
C 5.4299 4.7540 0.1914 -0.1 0.0 0.0
C 5.2078 4.4199 -1.1394 -0.1 0.1 0.0
C 6.0491 3.5161 -1.7670 0.0 -0.1 -0.2
N 5.8965 3.1365 -3.1362 0.1 0.0 0.1
C 4.7584 3.0000 -3.8714 0.0 0.0 0.0
O 4.7126 3.0654 -5.0723 0.0 0.0 0.1
N 3.5661 2.7572 -3.1306 0.1 0.0 0.2
C 3.3917 1.8392 -2.1194 0.0 0.2 -0.2
C 4.3878 0.9737 -1.6513 0.1 0.0 0.0
C 4.0958 0.0794 -0.6388 0.1 -0.1 0.0
C 2.8242 0.0355 -0.1115 0.1 0.1 -0.1
N 1.8695 0.8605 -0.5610 -0.4 0.1 0.2
C 2.1357 1.7533 -1.5241 0.0 -0.1 0.2
C 7.1186 2.9758 -1.0655 0.1 -0.1 0.1
C 7.3346 3.3279 0.2571 0.1 -0.1 0.0
H 5.9014 5.1688 2.7609 0.0 0.0 0.0
H 7.6272 5.2488 2.4255 0.0 0.0 0.0
H 6.9194 3.7378 2.9742 0.0 0.0 0.0
H 4.7778 5.4804 0.6644 0.0 0.0 0.0
H 4.4039 4.8951 -1.6882 0.0 0.0 0.0
H 6.7280 3.1469 -3.7090 0.0 0.1 0.0
H 2.7475 3.0436 -3.6455 0.0 -0.1 0.0
H 5.3765 0.9980 -2.0861 0.0 0.0 0.0
H 4.8545 -0.5951 -0.2652 0.0 0.0 0.0
H 2.5526 -0.6565 0.6782 0.0 0.0 0.1
H 1.3411 2.4287 -1.8107 0.0 0.0 0.0
H 7.7915 2.2830 -1.5606 0.0 0.0 0.0
H 8.1835 2.9064 0.7845 0.0 0.0 0.0
```
Positions in Å, forces in eV/Å.

For the highest occupied orbital energy (alpha / beta), the calculation gives -12.9 / -12.9 eV. The spin multiplicity is 3. Its total charge is +2. The calculation puts the orbital gap (alpha / beta) at 5.85 / 4.89 eV. Its max |F| is 0.03780 hartree/bohr. The expectation value of S² is 2.041.

And the Mulliken charges, in e, turn out to be:
1 W 0.54
2 C -1.11
3 C 0.64
4 N -0.39
5 O -0.21
6 C 0.40
7 C -1.54
8 N 0.47
9 O -0.57
10 H 0.12
11 H 0.38
12 H 0.41
13 H 0.32
14 H 0.36
15 H 0.38
16 H 0.40
17 C -1.19
18 Si 0.85
19 C -1.00
20 C -1.13
21 Si -0.41
22 Si 1.05
23 C -1.16
24 C -0.96
25 C -1.19
26 Si 0.60
27 C -0.91
28 C -1.27
29 C -1.08
30 H 0.43
31 H 0.35
32 H 0.35
33 H 0.51
34 H 0.25
35 H 0.28
36 H 0.47
37 H 0.30
38 H 0.38
39 H 0.29
40 H 0.46
41 H 0.31
42 H -0.01
43 H 0.44
44 H 0.46
45 H 0.32
46 H 0.43
47 H 0.38
48 H -0.02
49 H 0.31
50 H 0.54
51 H 0.40
52 H 0.44
53 H 0.31
54 H 0.16
55 H -0.05
56 H 0.66
57 C -1.56
58 C 0.62
59 C -0.62
60 C -0.19
61 C 0.00
62 N -0.07
63 C 0.23
64 O -0.60
65 N -0.07
66 C -0.18
67 C -0.35
68 C -1.04
69 C 0.19
70 N 0.13
71 C -0.60
72 C -0.29
73 C -0.77
74 H 0.34
75 H 0.37
76 H 0.37
77 H 0.42
78 H 0.52
79 H 0.27
80 H 0.25
81 H 0.69
82 H 0.50
83 H -0.29
84 H 0.90
85 H 0.45
86 H 0.43


Entry 6:
Computed, not measured: an isolated ion of composition C5H3N4 and charge +1, with ωB97M-V/def2-TZVPD.

Geometry as XYZ:
```
12
Properties=species:S:1:pos:R:3:forces:R:3
N -0.8047 1.5940 2.4628 -1.6 2.4 3.9
C -0.4111 1.0535 1.5746 2.0 -2.4 -2.7
C -0.0877 0.3468 0.3722 -0.6 1.7 -1.6
C -0.5891 1.2481 -0.7530 1.1 0.1 0.0
N -0.8257 1.8965 -1.6694 -0.2 0.0 0.0
C -0.9957 -0.7534 -0.0651 1.9 -0.9 0.1
N -0.3009 -1.6864 -0.6768 -2.1 0.3 1.1
C 0.9849 -1.3297 -0.5187 0.5 0.4 -1.7
N 1.2192 -0.1700 0.0229 -1.9 -1.0 0.7
H -2.0201 -0.5506 0.1441 -1.0 -0.8 -0.5
H 1.7167 -1.8534 -1.0848 0.9 -0.7 0.2
H 2.1142 0.2046 0.1912 1.2 0.9 0.3
```
Positions in Å, forces in eV/Å.

For the highest occupied orbital energy, the calculation gives -17.1 eV. The SMILES is N#CC1(C#N)C=NC=[NH+]1. Its total charge is +1. The calculation puts the orbital gap at 9.99 eV. Its max |F| is 0.09391 hartree/bohr.

And the Mulliken charges, in e, turn out to be:
1 N -0.18
2 C -0.11
3 C 1.17
4 C -0.13
5 N -0.24
6 C -0.06
7 N -0.42
8 C -0.08
9 N -0.04
10 H 0.46
11 H 0.42
12 H 0.20